{"formula": "C3H4BaO2", "method": "ωB97M-V/def2-TZVPD", "e_homo_ev": [-19.4, -19.4], "lumo_ev": [-11.081, -10.116], "total_charge": 2, "species": ["O", "Ba", "O", "C", "C", "C", "H", "H", "H", "H"], "positions_angstrom": [[2.801, 0.141, 0.132], [0.416, 1.392, 0.002], [4.538, 0.496, 0.158], [3.866, -0.318, -0.427], [-1.589, -0.798, 0.286], [-2.246, 0.254, -0.242], [-1.135, -1.561, -0.353], [-1.532, -0.943, 1.369], [-2.361, 0.359, -1.325], [-2.757, 0.979, 0.401]], "forces_ev_per_a": [[-5.84, -2.21, -1.46], [0.96, 0.34, 0.11], [6.07, -0.24, -1.16], [-0.48, 2.59, 2.51], [-0.47, 0.41, -0.26], [0.04, -0.75, 0.27], [-0.16, 0.10, 0.19], [-0.06, -0.07, -0.24], [-0.07, -0.01, 0.23], [0.03, -0.17, -0.19]], "mulliken_charge": [-0.48, 1.87, -0.07, 0.58, -0.71, -1.04, 0.42, 0.44, 0.48, 0.50]}